15
Properties=species:S:1:pos:R:3:forces:R:3:mulliken_charge:R:1 method="wB97M-V/def2-TZVPD" e_homo_ev=-8.202 e_lumo_ev=0.83 gap_ev=9.03
S -1.832 1.446 1.473 0.144 0.067 0.180 -0.345
N 0.139 -0.198 1.927 1.344 -0.888 0.097 -0.296
C 0.011 -1.249 -0.938 -0.119 -1.670 -2.150 -1.284
C 0.454 1.174 -0.081 -1.985 -1.074 0.137 -0.744
C -0.120 0.190 -1.258 -0.416 1.835 0.407 -0.218
C -0.354 0.764 1.189 0.394 1.140 -1.843 0.163
H -0.373 -0.396 2.749 -0.325 -0.683 0.775 0.200
H 1.563 1.118 -0.028 -0.719 -0.404 0.212 0.323
H 1.004 -1.485 -0.640 0.879 -0.453 0.659 0.348
H 0.173 2.231 -0.136 0.131 -0.271 -0.863 0.305
H 0.920 -0.786 1.622 -0.518 0.581 0.396 0.231
H 0.492 0.398 -2.110 0.383 0.237 -0.708 0.354
H -1.186 0.307 -1.598 0.974 0.819 0.784 0.267
H -0.737 -1.641 -0.294 -0.428 -0.103 1.081 0.362
H -0.153 -1.875 -1.875 0.260 0.867 0.836 0.334